Below is a structure of composition C52H64As2NP2S3SbTi, with properties calculated with ωB97M-V/def2-TZVPD.

Each line ends with the Mulliken spin population.
Element x y z (Å)
Ti  0.98  -0.54  1.24  0.8908
C  4.80  -1.48  1.33  0.0159
C  4.74  -0.02  1.77  -0.0083
C  5.97  0.69  1.18  -0.0006
P  3.13  0.80  1.32  0.0042
C  3.07  2.38  2.26  0.0139
C  4.36  3.08  2.69  -0.0013
C  2.14  3.38  1.57  -0.0050
C  3.37  1.05  -0.46  -0.0053
C  4.05  2.09  -1.08  0.0041
C  4.16  2.18  -2.46  0.0005
C  4.87  3.32  -3.13  0.0006
C  3.55  1.17  -3.20  0.0041
C  2.88  0.11  -2.61  0.0051
C  2.78  0.01  -1.21  0.0051
N  2.07  -1.02  -0.53  -0.0233
C  2.10  -2.30  -1.08  0.0232
C  3.10  -2.73  -1.97  -0.0003
C  3.08  -3.98  -2.55  0.0000
C  2.07  -4.90  -2.28  -0.0005
C  2.04  -6.27  -2.91  0.0001
C  1.12  -4.52  -1.34  -0.0002
C  1.12  -3.27  -0.73  -0.0607
P  -0.01  -2.91  0.65  0.1140
C  0.52  -4.13  1.99  0.0001
C  -0.32  -5.39  2.14  0.0003
C  1.99  -4.50  1.84  -0.0009
C  -1.66  -3.61  0.14  0.0055
C  -2.73  -3.18  1.15  0.0047
C  -2.10  -3.33  -1.29  0.0108
H  5.79  -1.89  1.56  0.0000
H  4.63  -1.58  0.26  -0.0015
H  4.06  -2.08  1.86  -0.0014
H  4.76  0.02  2.86  -0.0005
H  6.05  0.47  0.11  0.0003
H  6.87  0.31  1.67  0.0000
H  5.96  1.77  1.30  0.0000
H  2.56  2.03  3.17  0.0068
H  4.88  3.52  1.85  0.0003
H  5.04  2.40  3.21  0.0004
H  4.11  3.89  3.38  0.0000
H  2.64  3.86  0.72  0.0001
H  1.84  4.16  2.27  -0.0003
H  1.23  2.90  1.21  0.0095
H  4.50  2.86  -0.47  -0.0005
H  5.23  4.04  -2.40  0.0002
H  4.21  3.85  -3.83  -0.0001
H  5.73  2.97  -3.71  0.0000
H  3.58  1.21  -4.29  0.0001
H  2.42  -0.63  -3.24  -0.0001
H  3.91  -2.06  -2.21  0.0008
H  3.87  -4.25  -3.24  -0.0001
H  2.67  -6.30  -3.80  0.0000
H  1.03  -6.55  -3.20  0.0000
H  2.40  -7.04  -2.22  0.0000
H  0.35  -5.23  -1.06  0.0003
H  0.40  -3.54  2.90  -0.0010
H  -0.26  -6.04  1.26  0.0003
H  -1.37  -5.18  2.36  0.0003
H  0.08  -5.96  2.99  -0.0002
H  2.14  -5.22  1.03  0.0001
H  2.34  -4.95  2.78  0.0009
H  2.62  -3.63  1.65  -0.0012
H  -1.53  -4.69  0.22  -0.0022
H  -3.19  -2.24  0.83  0.0006
H  -2.34  -3.01  2.15  -0.0022
H  -3.52  -3.93  1.21  -0.0007
H  -2.37  -2.28  -1.44  -0.0027
H  -3.00  -3.92  -1.51  0.0002
H  -1.35  -3.60  -2.03  -0.0001
S  -1.39  -2.23  4.51  0.0014
Sb  0.15  -0.50  4.50  -0.0064
S  -0.42  0.88  2.49  -0.0410
S  2.04  -1.43  3.27  0.0296
C  -2.54  0.69  -0.77  0.0153
C  -3.26  0.50  0.57  0.0035
As  -3.64  2.19  1.51  0.0014
C  -4.28  1.57  3.24  0.0009
C  -4.94  2.52  4.02  0.0002
C  -5.44  2.19  5.27  -0.0001
C  -5.26  0.90  5.77  0.0000
C  -4.59  -0.05  5.00  -0.0003
C  -4.10  0.29  3.74  -0.0010
C  -5.40  2.46  0.66  0.0000
C  -6.57  1.84  1.10  0.0000
C  -7.77  2.03  0.42  0.0000
C  -7.82  2.82  -0.72  0.0001
C  -6.66  3.44  -1.17  0.0000
C  -5.46  3.26  -0.48  -0.0002
As  -0.58  1.04  -0.82  -0.0285
C  -0.48  2.96  -1.15  0.0004
C  -1.57  3.83  -1.17  -0.0018
C  -1.40  5.17  -1.48  0.0004
C  -0.14  5.66  -1.80  -0.0004
C  0.95  4.80  -1.79  0.0004
C  0.78  3.46  -1.47  -0.0018
C  -0.43  0.49  -2.70  -0.0043
C  -0.34  -0.88  -2.92  -0.0090
C  -0.20  -1.40  -4.20  0.0000
C  -0.15  -0.54  -5.29  0.0003
C  -0.24  0.83  -5.08  -0.0001
C  -0.39  1.35  -3.79  -0.0035
H  -3.03  1.44  -1.40  -0.0033
H  -2.59  -0.23  -1.34  -0.0016
H  -2.66  -0.13  1.23  0.0045
H  -4.21  0.01  0.39  0.0013
H  -5.06  3.53  3.65  0.0000
H  -5.95  2.93  5.87  0.0000
H  -5.64  0.63  6.75  0.0000
H  -4.40  -1.04  5.39  -0.0001
H  -3.56  -0.47  3.19  -0.0013
H  -6.55  1.22  1.98  0.0000
H  -8.67  1.54  0.78  0.0000
H  -8.75  2.96  -1.25  0.0000
H  -6.68  4.07  -2.05  0.0000
H  -4.57  3.77  -0.83  0.0000
H  -2.55  3.48  -0.92  0.0003
H  -2.25  5.84  -1.48  -0.0001
H  0.00  6.71  -2.04  0.0000
H  1.94  5.17  -2.04  0.0000
H  1.63  2.80  -1.47  0.0070
H  -0.33  -1.55  -2.08  0.0350
H  -0.11  -2.47  -4.34  0.0000
H  -0.02  -0.93  -6.29  -0.0001
H  -0.20  1.51  -5.92  -0.0001
H  -0.46  2.42  -3.65  0.0002

The value obtained for the HOMO energy is -4.02 eV. The LUMO energy is 0.083 Eh. Its spin multiplicity is 2. The value obtained for the total energy is -258873.611 eV. The expectation value of S² is 0.756. The energy above the lowest of the compared OMol25 structures with the same formula, charge and spin comes out at 0.0 kcal per mole. As for the charge: -1.